(1)
Computed, not measured: 2 unconnected molecules or ions with the total composition C3H3F3O, with ωB97M-V/def2-TZVPD.

XYZ file:
```
10
C3H3F3O (ωB97M-V/def2-TZVPD)
F -1.490 -0.574 -1.154
F 0.235 -2.138 0.248
F -1.430 1.410 0.020
O 0.580 0.059 1.705
C 0.736 0.274 -0.760
C -0.728 0.302 -0.473
C 0.238 -0.243 0.497
H 1.257 1.248 -0.767
H 0.862 -0.408 -1.494
H -0.260 0.070 2.178
```

Computed properties:
spin multiplicity = 1


(2)
Computed, not measured: 2 unconnected molecules or ions with the total composition C3H3F3O, with ωB97M-V/def2-TZVPD.

XYZ file:
```
10
C3H3F3O (ωB97M-V/def2-TZVPD)
F -0.529 -0.876 -1.710
F 2.065 1.253 0.819
F 0.343 -1.964 -0.006
O 2.446 1.315 -1.411
C -0.275 -0.826 -0.356
C 1.766 0.970 -0.495
C -1.229 -0.106 0.531
H -1.537 -0.732 1.330
H -0.852 0.671 1.151
H -2.198 0.297 0.147
```

Computed properties:
spin multiplicity = 1


(3)
Computed, not measured: 2 unconnected molecules or ions with the total composition C3H3F3O, with ωB97M-V/def2-TZVPD.

XYZ file:
```
10
C3H3F3O (ωB97M-V/def2-TZVPD)
F -1.253 0.895 -1.356
F 1.079 -0.399 -0.576
F -1.521 1.706 0.664
O -0.358 2.872 -0.908
C 1.231 0.554 0.272
C -0.689 1.724 -0.423
C 1.905 0.955 1.304
H -0.994 3.570 -1.301
H 1.543 1.886 1.806
H 2.818 0.429 1.324
```

Computed properties:
spin multiplicity = 1


It is (1) that is most stable; the runner-up trails by 0.0066 hartree.


(1)
Computed, not measured: a single C4H7FO molecule, with ωB97M-V/def2-TZVPD.

XYZ file:
```
13
C4H7FO (ωB97M-V/def2-TZVPD)
F 0.507 0.936 -1.278
O -0.366 -1.545 -1.638
C -0.613 -0.160 0.417
C 0.249 0.974 0.067
C -0.286 -1.568 -0.252
C 0.825 1.950 0.772
H 1.474 2.660 0.280
H -1.061 -2.248 0.125
H 0.280 -0.926 -2.038
H -1.642 0.162 0.056
H 0.682 2.061 1.866
H 0.643 -1.984 0.119
H -0.689 -0.311 1.504
```

Computed properties:
spin multiplicity = 1
SMILES = C=C(F)CCO


(2)
Computed, not measured: a single C4H7FO molecule, with ωB97M-V/def2-TZVPD.

XYZ file:
```
13
C4H7FO (ωB97M-V/def2-TZVPD)
F -2.262 -0.427 -0.713
O -1.063 0.808 0.905
C -0.100 0.061 0.088
C -1.411 0.514 -0.404
C 0.197 -1.373 0.592
C 1.091 0.897 -0.357
H 1.192 -1.453 1.079
H 0.095 -2.110 -0.136
H 0.916 1.440 -1.334
H 1.877 0.159 -0.383
H 1.223 1.552 0.442
H -0.459 -1.677 1.362
H -1.296 1.609 -1.142
```

Computed properties:
spin multiplicity = 1
SMILES = CC1(C)O[C@@H]1F


(3)
Computed, not measured: a single C4H7FO molecule, with ωB97M-V/def2-TZVPD.

XYZ file:
```
13
C4H7FO (ωB97M-V/def2-TZVPD)
F -1.214 1.266 1.058
O 0.151 0.692 -1.329
C 0.763 1.079 -0.032
C -0.429 -0.951 0.393
C -0.090 0.416 1.042
C -0.243 -0.677 -1.113
H 0.522 -1.274 -1.485
H 1.844 0.867 -0.063
H -1.415 -1.305 0.686
H 0.402 0.327 2.022
H -1.071 -0.838 -1.799
H 0.267 -1.732 0.582
H 0.514 2.129 0.038
```

Computed properties:
spin multiplicity = 1
SMILES = F[C@H]1CCOC1


(4)
Computed, not measured: a single C4H7FO molecule, with ωB97M-V/def2-TZVPD.

XYZ file:
```
13
C4H7FO (ωB97M-V/def2-TZVPD)
F 2.627 0.744 -0.705
O 0.283 -0.592 -0.897
C 2.279 -0.128 0.287
C -1.036 -0.403 -0.508
C 1.089 -0.741 0.154
C -1.417 0.901 0.112
H -0.617 1.305 0.760
H -1.283 -1.138 0.210
H 2.988 -0.324 1.071
H 0.677 -1.350 0.910
H -1.639 -0.697 -1.410
H -1.604 1.660 -0.685
H -2.347 0.762 0.703
```

Computed properties:
spin multiplicity = 1
SMILES = CCO/C=C\F


It is (3) that is most stable; the runner-up trails by 0.0034 hartree.


(1)
Computed, not measured: 2 unconnected molecules or ions with the total composition C2H8N2O, with ωB97M-V/def2-TZVPD.

XYZ file:
```
13
C2H8N2O (ωB97M-V/def2-TZVPD)
O 0.958 -0.502 -1.080
N -0.012 -0.660 1.646
N -1.668 0.038 0.163
C 1.269 0.714 -1.730
C -1.274 -0.602 1.224
H -2.446 0.583 0.554
H 0.454 1.339 -2.097
H 1.878 1.337 -1.058
H 0.221 -1.252 2.428
H -2.007 -1.064 1.897
H 0.029 -0.450 -0.793
H 0.678 0.034 1.424
H 1.921 0.485 -2.578
```

Computed properties:
spin multiplicity = 1
SMILES = [H]/N=C/N.CO


(2)
Computed, not measured: 2 unconnected molecules or ions with the total composition C2H8N2O, with ωB97M-V/def2-TZVPD.

XYZ file:
```
13
C2H8N2O (ωB97M-V/def2-TZVPD)
O -0.116 -1.716 1.621
N 0.970 0.350 -0.430
N -1.218 1.133 0.024
C 0.076 0.793 0.352
C 0.617 0.022 -1.792
H 0.701 0.877 -2.463
H 0.465 -2.036 0.962
H -0.024 -2.311 2.396
H 1.303 -0.723 -2.208
H -1.578 0.871 -0.880
H -0.346 -0.509 -1.785
H -1.861 0.925 0.762
H 0.418 1.004 1.357
```

Computed properties:
spin multiplicity = 1
SMILES = C/N=C\N.O


It is (2) that is most stable; the runner-up trails by 0.0301 hartree.


(1)
Computed, not measured: 2 unconnected molecules or ions with the total composition C2H8N2O, with ωB97M-V/def2-TZVPD.

XYZ file:
```
13
C2H8N2O (ωB97M-V/def2-TZVPD)
O -4.704 -0.995 -2.118
N 4.635 0.539 3.684
N 4.455 0.180 1.383
C 4.786 0.965 2.491
C -5.808 -0.424 -2.809
H -5.897 0.662 -2.832
H 5.508 0.715 4.189
H -5.850 -0.751 -3.850
H -4.769 -1.940 -2.119
H 4.555 0.606 0.479
H 4.750 -0.764 1.573
H 4.994 1.977 2.118
H -6.653 -0.771 -2.190
```

Computed properties:
spin multiplicity = 1
SMILES = [H]/N=C/N.CO


(2)
Computed, not measured: 2 unconnected molecules or ions with the total composition C2H8N2O, with ωB97M-V/def2-TZVPD.

XYZ file:
```
13
C2H8N2O (ωB97M-V/def2-TZVPD)
O 2.397 -1.706 1.362
N -0.718 -1.555 0.288
N -0.076 0.512 -0.574
C -1.004 -0.413 -0.216
C -0.324 1.894 -0.839
H -1.386 2.112 -0.967
H 1.952 -1.847 2.211
H 0.092 2.222 -1.795
H -2.023 -0.046 -0.229
H 0.071 2.553 -0.065
H -1.506 -1.913 0.817
H 0.825 0.071 -0.703
H 1.699 -1.883 0.709
```

Computed properties:
spin multiplicity = 1
SMILES = [H]/N=C/NC.O


(3)
Computed, not measured: a single C2H8N2O molecule, with ωB97M-V/def2-TZVPD.

XYZ file:
```
13
C2H8N2O (ωB97M-V/def2-TZVPD)
O -0.035 -0.350 1.980
N 0.788 0.474 -0.594
N -0.453 -1.205 0.898
C -0.919 1.103 -0.722
C 0.516 -1.238 -0.045
H 1.135 0.905 0.260
H -1.434 0.562 -1.507
H -0.677 2.114 -1.044
H 1.447 0.685 -1.343
H 0.159 -1.483 -1.044
H -1.470 1.085 0.210
H -0.419 -0.763 2.761
H 1.361 -1.888 0.189
```

Computed properties:
spin multiplicity = 1


It is (2) that is most stable; the runner-up trails by 0.0544 hartree.


(1)
Computed, not measured: a single CH2BrN molecule, with ωB97M-V/def2-TZVPD.

XYZ file:
```
5
CH2BrN (ωB97M-V/def2-TZVPD)
Br 2.118 -0.337 -0.111
N 0.665 0.674 0.044
C -0.724 -0.045 -0.039
H -1.367 0.750 -0.114
H -0.692 -1.042 0.220
```

Computed properties:
spin multiplicity = 1
SMILES = C=NBr


(2)
Computed, not measured: 2 unconnected molecules or ions with the total composition CH2BrN, with ωB97M-V/def2-TZVPD.

XYZ file:
```
5
CH2BrN (ωB97M-V/def2-TZVPD)
Br 2.797 -0.345 0.072
N -0.615 -0.254 0.131
C -1.493 0.486 0.126
H -2.381 1.075 0.030
H 1.693 -0.963 -0.360
```

Computed properties:
spin multiplicity = 1
SMILES = C#N.Br


It is (2) that is most stable; the runner-up trails by 0.1070 hartree.


(1)
Computed, not measured: a single C4H5OP molecule, with ωB97M-V/def2-TZVPD.

XYZ file:
```
11
C4H5OP (ωB97M-V/def2-TZVPD)
P -0.316 1.159 -0.091
O -1.419 1.621 -0.914
C -1.153 -1.041 1.752
C -2.240 -0.482 1.152
C 1.092 0.630 -1.121
C -0.936 -0.308 0.558
H -3.181 0.044 0.953
H 0.758 -0.216 -1.770
H -0.674 -1.607 2.574
H 1.580 1.363 -1.820
H 1.841 0.198 -0.633
```

Computed properties:
spin multiplicity = 1


(2)
Computed, not measured: a single C4H5OP molecule, with ωB97M-V/def2-TZVPD.

XYZ file:
```
11
C4H5OP (ωB97M-V/def2-TZVPD)
P 2.710 -0.507 0.056
O 4.034 0.088 -0.127
C 0.098 0.655 0.021
C 1.540 0.888 0.072
C -1.019 -0.545 0.032
C -2.425 -0.796 -0.062
H -3.142 -0.015 -0.239
H 1.860 1.916 0.050
H -0.454 1.595 -0.020
H -2.742 -1.816 0.024
H -0.460 -1.463 0.193
```

Computed properties:
spin multiplicity = 1
SMILES = C=C/C=C\P=O


It is (2) that is most stable; the runner-up trails by 0.0513 hartree.


(1)
Computed, not measured: a gas-phase ion, CH3FNO2S (charge -1), with ωB97M-V/def2-TZVPD.

XYZ file:
```
9
CH3FNO2S (ωB97M-V/def2-TZVPD)
S 0.956 -0.081 -0.728
F 1.112 -0.364 1.648
O 0.950 0.742 -1.923
O 1.843 -1.242 -0.746
N -0.712 -0.769 -0.708
C 1.023 0.810 0.762
H 1.972 1.316 0.994
H -1.400 -0.152 -0.166
H -0.460 -1.617 -0.363
```

Computed properties:
spin multiplicity = 1
net charge = -1
SMILES = N[S@@](=O)([O-])=CF


(2)
Computed, not measured: a gas-phase ion, CH3FNO2S (charge -1), with ωB97M-V/def2-TZVPD.

XYZ file:
```
9
CH3FNO2S (ωB97M-V/def2-TZVPD)
S -1.617 -0.109 -0.776
F 2.272 0.116 0.571
O -2.017 0.189 0.619
O -1.994 -1.444 -1.235
N 0.328 -0.200 -0.634
C 0.934 0.513 0.384
H 0.586 0.391 1.416
H 1.036 1.667 0.188
H 0.471 -1.124 -0.533
```

Computed properties:
spin multiplicity = 1
net charge = -1


It is (2) that is most stable; the runner-up trails by 0.0703 hartree.